44
Properties=species:S:1:pos:R:3:forces:R:3:mulliken_charge:R:1 method="wB97M-V/def2-TZVPD" homo_ha=-0.3824 fmax_ha_per_bohr=0.00728 gap_ev=6.10 energy_ha=-4153.31592 e_above_lowest_kj_mol=492.34 total_charge=+1
Pt -0.599465 -0.647835 -0.678381 0.0 -0.1 0.1 0.4782
N -4.672328 -2.314721 -0.177201 0.1 0.1 -0.1 -0.3791
C -3.383295 -2.037670 0.167494 -0.1 0.0 0.0 0.4854
S -2.129511 -2.511135 -0.996516 0.0 0.3 0.1 -0.4558
N -3.145677 -1.464286 1.305615 0.1 -0.1 -0.1 -1.2894
N -1.802134 -1.238231 1.392964 -0.2 0.1 0.1 0.5332
C -1.103127 -1.735468 2.316195 0.2 0.0 0.0 -0.6357
C 0.342700 -1.639708 2.081613 0.0 0.0 -0.1 0.3268
C 1.274158 -1.555269 3.019510 0.1 0.1 0.0 -0.5554
C 2.689621 -1.287600 2.653540 0.0 0.0 0.2 -0.2898
C 2.832963 -0.335745 1.510525 0.1 0.2 0.0 0.2931
C 2.607854 -0.556205 -0.779484 0.1 -0.1 0.3 -1.1059
N 0.744350 -1.637050 0.649964 -0.1 0.0 -0.1 -0.4169
H -4.833938 -2.970937 -0.919056 0.0 -0.1 0.0 0.2288
H -5.364150 -2.253940 0.551881 0.0 0.0 0.0 0.2628
H -1.509858 -2.259717 3.179314 0.0 -0.1 0.0 0.4356
H 0.981585 -1.546347 4.061430 0.0 0.0 0.0 0.4867
H 3.406624 -1.203750 3.461441 0.0 0.0 0.0 0.5270
H 4.406417 0.999438 1.985359 0.0 -0.1 0.0 0.6378
H 3.664311 -0.700691 -0.968589 0.0 0.0 0.0 0.4390
Br 2.357410 2.227699 2.552152 -0.1 0.1 0.1 -0.0826
C 3.467184 1.027695 1.437419 0.0 0.0 0.0 -0.5059
C 3.226533 -1.760456 1.334046 0.1 -0.1 0.0 -0.7587
C 2.146046 -1.187970 0.494477 -0.2 -0.2 -0.2 0.9787
C 2.116782 0.646266 -1.094051 -0.3 0.2 -0.2 0.6208
C 3.072042 1.762560 -1.020578 0.0 0.0 0.0 -1.0379
C 3.690140 1.840534 0.162667 0.0 0.0 0.0 -0.5397
N 0.715592 0.850236 -1.049422 0.2 -0.2 0.2 -0.2036
C 0.171967 1.947188 -1.435210 -0.2 0.1 -0.1 -0.3127
C -1.247757 1.883001 -1.757987 0.3 -0.1 0.0 0.5424
C -1.956052 2.958516 -2.250493 -0.1 0.1 0.0 -0.7554
C -3.256626 2.760290 -2.691549 0.0 0.0 0.0 -0.2982
C -3.786717 1.485875 -2.634581 0.0 0.0 0.0 -0.8243
C -3.030008 0.443553 -2.118116 0.0 0.0 0.1 0.2376
N -1.784939 0.632763 -1.679864 0.0 0.2 -0.2 -0.0426
H 4.150304 -2.259373 1.086652 0.0 0.0 0.0 0.3518
H 0.695798 -2.604944 0.327853 0.0 -0.1 0.1 0.5046
H 3.234018 2.503300 -1.794892 0.0 0.0 0.0 0.5330
H 4.374083 2.666370 0.331517 0.0 0.0 0.0 0.4550
H 0.756946 2.841913 -1.626913 0.0 0.0 -0.1 0.4427
H -1.485480 3.931617 -2.287470 0.0 0.0 0.0 0.4151
H -3.838115 3.585097 -3.079729 0.0 0.0 0.0 0.4508
H -4.788216 1.280785 -2.984546 0.0 0.0 0.0 0.3939
H -3.408034 -0.565647 -2.038996 0.0 0.0 -0.1 0.4289

---

43
Properties=species:S:1:pos:R:3:forces:R:3:mulliken_charge:R:1 method="wB97M-V/def2-TZVPD" homo_ha="-0.4362 / -0.4364" fmax_ha_per_bohr=0.03004 gap_ev="6.96 / 6.96" energy_ha=-2738.32982 e_above_lowest_kj_mol=62.02 total_charge=+1
Pt -0.080419 -0.438875 0.301416 0.6 -0.6 0.4 1.1515
O 0.562418 2.978234 2.472523 0.3 -0.5 0.8 -0.6684
S -0.106270 1.876487 1.872609 -0.9 1.2 -0.4 1.3734
O 0.519600 0.492899 2.089212 -0.2 -0.6 -0.5 -0.7096
O -0.341956 2.011961 0.450812 -0.2 0.4 -0.5 -0.6638
C -1.727337 1.698553 2.622090 0.5 0.0 0.0 0.7543
C -2.136166 2.648606 3.535777 0.0 0.2 0.1 -0.5080
C -3.392065 2.553711 4.121134 0.0 -0.1 -0.1 -0.6028
C -4.230069 1.497210 3.792071 0.0 0.1 0.0 -0.7774
C -3.813597 0.534964 2.885594 0.1 0.0 0.0 -0.4789
C -2.556524 0.633178 2.288789 -0.1 -0.3 -0.1 -0.2566
P -2.077229 -0.724640 1.189723 -0.1 -0.1 -0.3 0.3111
C -3.248771 -0.829470 -0.172447 0.1 0.0 0.1 0.4049
C -4.000619 0.285268 -0.547972 0.1 0.0 0.2 -0.5116
C -4.803358 0.221598 -1.671513 -0.1 0.0 -0.1 -0.7278
C -4.852992 -0.941806 -2.429274 0.0 0.1 0.1 -0.5012
C -4.089651 -2.045245 -2.071265 0.0 0.0 -0.1 -0.7688
C -3.284363 -1.992095 -0.949638 0.1 0.0 0.2 -0.3008
C -2.122582 -2.231015 2.182020 0.0 0.2 -0.1 0.7747
C -3.247243 -3.054370 2.216204 0.0 0.1 -0.1 -0.0740
C -3.265622 -4.151920 3.058693 0.0 -0.1 0.0 -0.7994
C -2.172349 -4.427949 3.865970 0.0 0.0 0.0 -0.4538
C -1.057275 -3.601652 3.841019 0.0 0.0 0.0 -0.7456
C -1.027844 -2.500090 3.004996 0.0 0.1 -0.1 -0.5557
H -1.462542 3.459364 3.777525 0.0 0.0 0.0 0.5675
H -3.709403 3.301354 4.834214 0.0 0.0 0.0 0.4203
H -5.207078 1.413478 4.246969 0.0 0.0 0.0 0.4328
H -4.465098 -0.296943 2.647452 0.0 0.0 0.0 0.4155
H -3.952389 1.196483 0.035598 0.0 0.0 0.0 0.4284
H -5.389488 1.082377 -1.960363 0.0 0.0 0.0 0.4420
H -5.486234 -0.988345 -3.303877 0.0 0.0 0.0 0.4209
H -4.124480 -2.946424 -2.667585 0.0 0.0 0.0 0.4367
H -2.685761 -2.850342 -0.668024 0.0 0.0 0.0 0.4760
H -4.104032 -2.840647 1.591338 0.0 0.0 0.0 0.4069
H -4.136324 -4.791742 3.086782 0.0 0.0 0.0 0.4226
H -2.191162 -5.286666 4.522426 0.0 0.0 0.0 0.4077
H -0.209928 -3.813492 4.477847 0.0 0.0 0.0 0.4243
H -0.168135 -1.839548 2.996253 0.0 -0.1 0.0 0.4316
Cl 2.264865 -1.803321 -0.433740 0.2 0.1 0.0 -0.1046
C 1.644714 -1.978801 -2.071175 0.1 -0.1 0.0 -0.2882
Cl 0.027110 -1.206388 -2.160968 -0.4 0.0 0.5 -0.0726
H 1.535249 -3.032234 -2.304579 0.0 0.1 0.0 0.3093
H 2.297830 -1.463600 -2.767439 -0.1 0.0 0.0 0.3573

---

43
Properties=species:S:1:pos:R:3:forces:R:3:mulliken_charge:R:1 method="wB97M-V/def2-TZVPD" homo_ha="-0.4006 / -0.4006" fmax_ha_per_bohr=0.07708 gap_ev="7.41 / 3.58" energy_ha=-2924.23574 s2=0.766 total_charge=+1 multiplicity=2
F -2.785260 22.446890 12.667450 -0.4 0.3 0.0 0.0394
C -2.488910 21.397470 11.846280 -1.2 -1.5 0.7 0.6311
C -1.628720 21.621500 10.830390 1.8 1.3 -0.3 -0.5165
C -1.034160 20.602920 10.124440 -1.5 -3.0 0.5 -0.4228
C -1.528560 19.287300 10.382590 -0.4 1.0 1.0 -0.4941
C -2.521790 19.063560 11.411920 1.4 0.6 -1.4 -0.5167
C -3.026600 20.127950 12.139450 0.8 0.8 -0.4 -0.4338
H -1.202080 22.602770 10.683790 -0.3 0.4 0.2 0.3290
H -0.211450 20.736010 9.437540 -0.2 0.2 -0.1 0.3886
H -1.107880 18.472370 9.812220 -0.1 -0.2 0.2 0.3697
H -2.833830 18.073870 11.711160 0.0 -0.2 -0.4 0.3652
H -3.763960 19.955460 12.909480 0.1 0.2 0.2 0.3365
F -8.891960 23.031930 17.722320 -0.2 0.1 -1.0 -0.1836
C -9.023990 22.879140 19.030750 -3.6 -1.0 -0.3 0.1040
C -8.062740 23.293140 19.824590 3.2 1.4 0.7 0.1189
C -8.141810 23.168300 21.180160 -0.3 -0.7 0.5 -0.6381
C -9.214370 22.450080 21.674570 -0.2 0.2 1.7 -0.3004
C -10.275750 22.032040 20.894220 0.5 0.4 -1.3 -0.5475
C -10.225130 22.356680 19.536850 0.5 -0.7 -0.1 -0.3743
H -7.163620 23.726130 19.411660 0.0 0.2 -0.3 0.3611
H -7.314400 23.563850 21.750550 -0.2 -0.2 0.5 0.3633
H -9.313940 22.244650 22.730160 0.3 0.0 0.2 0.3306
H -11.066310 21.423130 21.307300 -0.2 0.3 0.0 0.3886
H -11.018950 22.092420 18.853900 0.0 0.0 -0.1 0.3915
C -1.247690 25.179130 15.285350 -1.0 -1.2 -1.6 -0.9031
C -2.424460 24.638270 14.719690 2.5 -0.3 0.6 -0.1828
C -3.343060 25.420870 13.992830 -1.6 -1.6 -0.4 0.5978
C -3.077840 26.793540 13.854630 0.3 0.6 0.0 -0.7151
C -1.928400 27.314010 14.420730 -3.0 1.1 -2.3 -0.4332
C -1.018960 26.540460 15.085810 2.3 2.0 2.0 0.8064
O 0.095260 27.216830 15.574410 -1.3 -2.7 -0.4 -0.4622
O -4.438710 24.861840 13.425570 1.6 2.8 0.3 -0.4105
H -0.406830 24.588570 15.617930 -0.3 -0.3 0.5 0.4404
H -2.593510 23.574140 14.645890 0.3 -0.1 0.4 0.7740
H -3.759810 27.363650 13.241200 0.1 0.3 0.1 0.4578
H -1.740120 28.350980 14.184830 0.2 0.1 0.3 0.3614
H -0.107150 28.120950 15.825830 -0.2 0.4 -0.3 0.3517
H -4.521730 23.905510 13.414210 0.4 -0.9 0.4 0.1686
C -5.991430 22.356950 15.663070 -0.3 -1.2 0.9 0.4152
Cl -7.376700 23.325260 15.523600 -1.1 0.9 0.0 -0.0281
Cl -4.638210 23.283150 16.213900 0.7 0.5 0.8 -0.0745
Cl -6.240360 21.013080 16.881700 0.1 0.6 -1.0 -0.1051
Cl -5.654970 21.787240 14.054500 0.5 -1.0 -0.8 -0.1484

---

51
Properties=species:S:1:pos:R:3:forces:R:3:mulliken_charge:R:1 method="wB97M-V/def2-TZVPD" homo_ha="-0.1238 / -0.1377" fmax_ha_per_bohr=0.01562 gap_ev="5.55 / 5.93" energy_ha=-4149.74954 s2=6.015 e_above_lowest_kj_mol=0.00 total_charge=-1 multiplicity=5
Cr 0.200556 0.022338 0.073294 0.3 0.2 0.0 0.8329
S 2.416032 -0.421590 1.612808 0.0 0.0 -0.1 -0.5119
C 1.923889 0.620914 2.950165 -0.1 0.1 0.1 0.4580
C 2.410747 0.360551 4.240750 0.0 0.0 -0.1 -0.6494
C 2.100963 1.160799 5.330062 0.0 0.0 0.0 -0.4947
C 1.273305 2.263118 5.155169 0.0 0.0 -0.1 -0.4966
C 0.769206 2.539796 3.891354 0.0 -0.1 -0.1 -0.7026
C 1.072206 1.746673 2.775506 0.1 -0.2 0.1 0.3642
S 0.379490 2.190024 1.203780 0.1 0.1 0.2 -0.6456
H 3.055925 -0.501153 4.369248 0.0 0.0 0.0 0.3650
H 2.502385 0.923190 6.310236 0.0 0.0 0.0 0.3321
H 1.016841 2.899454 5.995696 0.0 0.0 0.0 0.3467
H 0.117850 3.395113 3.741309 0.0 0.0 0.0 0.3625
N 2.947068 2.055175 -0.836784 0.0 0.1 0.0 -0.2977
C 2.701913 0.994121 -1.606763 0.0 -0.1 0.0 0.3043
N 1.649625 0.226911 -1.478127 -0.1 0.0 -0.4 0.5214
C 1.600361 -0.732075 -2.473715 -0.6 -0.2 0.4 -0.4698
C 2.627288 -0.742588 -3.336921 0.3 0.0 -0.3 -0.2743
S 3.716414 0.540498 -2.947758 0.1 0.1 0.0 -0.3015
C 0.410720 -1.602269 -2.457091 0.3 0.6 0.5 -0.5884
C 0.043033 -2.533064 -3.348669 -0.1 -0.3 -0.4 -0.2405
S -1.518804 -3.138388 -2.940170 -0.2 -0.2 -0.1 -0.2757
C -1.579903 -2.070393 -1.578629 0.1 -0.1 0.0 -0.2453
N -0.490132 -1.373994 -1.420104 0.3 -0.1 -0.3 0.8124
N -2.653151 -1.987505 -0.753800 0.0 0.1 0.0 -0.2308
H 2.290278 2.180856 -0.052028 0.0 0.0 0.1 -0.0725
H 3.893053 2.371386 -0.730140 0.0 0.0 0.0 0.2345
H 2.803333 -1.399976 -4.173307 0.0 0.0 0.1 0.4252
H 0.558706 -2.863733 -4.236352 0.0 0.0 0.1 0.4409
H -3.517456 -2.325732 -1.144414 0.0 -0.1 0.0 0.2946
H -2.737878 -1.030976 -0.383749 0.0 0.1 0.1 0.2388
N 0.266037 -2.855603 1.508121 -0.1 0.0 -0.1 -0.2427
C -0.774834 -2.134538 2.035255 0.0 -0.2 0.3 0.4543
C -1.657321 -2.708815 2.965641 0.1 -0.1 -0.1 -0.9363
C -2.658303 -1.943625 3.504552 -0.1 0.0 0.1 -0.2943
C -2.770719 -0.605667 3.137267 0.0 0.0 0.0 -1.1967
C -1.878636 -0.119127 2.210176 -0.1 0.1 -0.1 -0.3319
N -0.918032 -0.866789 1.636002 -0.4 0.1 0.2 0.9487
H 0.472810 -3.694233 2.026861 0.0 0.0 0.0 0.2906
H 1.100155 -2.267870 1.396240 0.1 0.1 0.0 -0.0518
H -1.511771 -3.740615 3.261376 0.0 0.0 0.0 0.3341
H -3.338560 -2.376440 4.229428 0.0 0.0 0.0 0.3794
H -3.527125 0.045548 3.550504 0.0 0.0 0.0 0.4407
H -1.915183 0.905771 1.862992 0.0 -0.1 0.1 0.4426
F -2.961131 2.841797 -3.230125 0.0 0.0 -0.1 -0.2740
C -3.178222 2.578108 -1.930319 0.0 0.0 0.0 0.7159
F -4.459347 2.174504 -1.834016 -0.1 0.0 0.0 -0.2752
F -3.085322 3.746785 -1.268774 0.0 0.1 0.0 -0.2747
C -2.171524 1.540772 -1.357231 0.2 -0.2 0.0 0.3649
O -2.638654 0.822184 -0.440512 0.1 0.0 -0.2 -0.7557
O -1.041681 1.567575 -1.859796 -0.3 -0.1 0.3 -0.5745